# 1
Molecular formula: C28H31ClF2IrN6O7S
Method: DFT, the ωB97M-V functional and the def2-TZVPD basis

Last column: Mulliken spin population.
Atoms and positions in Å:
1 Ir 1.254 -0.744 0.677  0.7157
2 O 3.480 -3.625 5.241  0.0001
3 C 2.906 -2.503 5.647  -0.0008
4 O 2.796 -2.206 6.798  -0.0004
5 C 2.385 -1.561 4.592  -0.0009
6 C 1.811 -0.322 4.871  -0.0002
7 Cl 1.550 0.476 6.323  0.0000
8 N 1.408 0.237 3.708  -0.0056
9 N 1.742 -0.563 2.680  -0.0079
10 C 2.292 -1.658 3.204  -0.0015
11 C 2.561 -2.746 2.230  -0.0015
12 O 3.126 -3.768 2.488  0.0420
13 O 2.108 -2.467 0.993  0.1625
14 C 0.781 1.508 3.487  0.0065
15 C -0.566 1.524 3.149  -0.0032
16 C -1.169 2.745 2.883  -0.0016
17 C -0.433 3.920 2.978  0.0008
18 C 0.907 3.886 3.346  -0.0006
19 C 1.528 2.671 3.605  0.0046
20 H 3.451 -3.765 4.275  0.0000
21 H -1.128 0.599 3.131  0.0002
22 H -2.219 2.781 2.626  0.0000
23 H -0.911 4.871 2.786  0.0000
24 H 1.468 4.806 3.442  0.0000
25 H 2.569 2.624 3.900  0.0000
26 N 3.319 -0.042 0.059  0.0164
27 C 3.318 1.442 -0.036  0.0003
28 C 1.967 1.868 -0.572  0.0138
29 N 0.921 1.296 0.324  0.0184
30 H 4.053 -0.368 0.681  0.0042
31 H 3.517 -0.457 -0.850  0.0019
32 H 4.125 1.806 -0.672  -0.0005
33 H 3.471 1.842 0.967  -0.0002
34 H 1.820 1.472 -1.577  -0.0027
35 H 1.866 2.952 -0.611  -0.0014
36 H -0.045 1.477 -0.033  -0.0117
37 H 0.965 1.782 1.221  -0.0040
38 O -3.076 1.923 -4.441  0.0000
39 C -1.761 2.385 -4.726  0.0000
40 N -0.858 1.598 -3.928  0.0000
41 C -0.265 0.494 -4.461  0.0013
42 O -0.284 0.220 -5.638  0.0000
43 C 0.427 -0.453 -3.502  -0.0001
44 C 1.184 -1.479 -4.045  -0.0005
45 C 1.680 -2.464 -3.201  -0.0005
46 C 1.551 -2.302 -1.839  -0.0066
47 N 0.922 -1.226 -1.319  0.0093
48 C 0.177 -0.456 -2.133  0.0457
49 H -3.686 2.277 -5.099  0.0000
50 H -1.654 3.437 -4.459  0.0000
51 H -1.504 2.231 -5.772  0.0000
52 H -0.933 1.725 -2.929  -0.0002
53 H 1.346 -1.503 -5.115  0.0000
54 H 2.202 -3.328 -3.587  0.0000
55 H 1.974 -3.004 -1.135  -0.0015
56 H -0.160 0.460 -1.684  -0.0344
57 F -0.606 -1.916 2.511  0.0059
58 C -0.524 -1.597 1.196  0.0642
59 F -0.735 -2.725 0.495  0.0045
60 H -1.324 -0.876 0.966  -0.0308
61 C -4.286 1.640 -1.173  -0.0002
62 S -2.936 0.873 -0.294  -0.0003
63 O -1.666 1.546 -0.811  -0.0017
64 C -3.000 -0.773 -1.006  0.0008
65 C -3.756 -1.723 -0.338  0.0004
66 C -3.845 -3.003 -0.870  -0.0008
67 C -3.153 -3.321 -2.031  0.0001
68 C -2.397 -2.355 -2.682  0.0006
69 C -2.296 -1.058 -2.180  0.0030
70 H -4.038 1.675 -2.234  0.0001
71 H -4.407 2.645 -0.771  0.0000
72 H -5.182 1.051 -0.986  0.0000
73 H -4.275 -1.476 0.581  -0.0008
74 H -4.450 -3.749 -0.375  0.0001
75 H -3.218 -4.320 -2.441  -0.0001
76 H -1.871 -2.611 -3.595  0.0000
77 H -2.310 -0.253 -2.912  -0.0004

Computed properties:
HOMO (spin up / spin down) ... -14.5 / -14.5 eV
LUMO energy (spin up / spin down) ... -0.2175 / -0.3374 Eh
2S+1 ... 2
Total charge ... +2
<S²> ... 0.7535
Energy relative to the best compared isomer or geometry (same formula, charge and spin) ... 0.000 eV
Orbital gap (spin up / spin down) ... 8.59 / 5.33 eV

***

# 2
Molecular formula: C5H10O2
Method: DFT, the ωB97M-V functional and the def2-TZVPD basis

Last column: natural (NBO) charge in e.
Atoms and positions in Å:
1 C -0.141 1.274 0.931  -0.4363
2 C 0.356 0.939 -0.249  0.0019
3 C -0.029 1.117 -1.697  -0.1000
4 O 1.171 0.445 -2.113  -0.5291
5 C 1.591 0.235 -0.752  -0.1027
6 H 0.388 1.032 1.850  0.2088
7 H -1.082 1.812 1.021  0.2065
8 H -0.070 2.156 -2.049  0.1878
9 H -0.934 0.588 -2.024  0.1861
10 H 1.664 -0.831 -0.501  0.1994
11 H 2.544 0.731 -0.529  0.1879
12 H -0.430 -2.140 -0.524  0.0158
13 H -0.599 -1.838 -1.185  -0.0247
14 C -1.112 -1.375 1.954  0.2807
15 O -0.215 -2.164 1.790  -0.5120
16 H -1.231 -0.813 2.901  0.1124
17 H -1.868 -1.168 1.173  0.1174

Computed properties:
HOMO ... -9.5 eV
LUMO energy ... 0.0268 Eh
SMILES ... C=C1COC1.[H][H].C=O
Energy relative to the best compared isomer or geometry (same formula, charge and spin) ... 4.724 eV
Orbital gap ... 10.19 eV

***

# 3
Molecular formula: C45H43AuN3O3PTe
Method: DFT, the ωB97M-V functional and the def2-TZVPD basis

Last column: Mulliken spin population.
Atoms and positions in Å:
1 Au -1.139 0.542 0.780  0.5326
2 N -3.201 2.473 1.501  -0.0017
3 C -4.406 1.805 1.317  0.0104
4 C -5.571 2.519 1.020  0.0041
5 C -6.771 1.870 0.809  0.0053
6 C -6.852 0.483 0.892  -0.0015
7 C -5.708 -0.238 1.159  0.0134
8 C -4.479 0.402 1.359  -0.0250
9 P -2.996 -0.597 1.558  0.0512
10 C -3.298 -2.104 0.602  -0.0824
11 C -3.513 -1.959 -0.770  0.0300
12 C -3.727 -3.069 -1.566  0.0147
13 C -3.728 -4.338 -0.997  0.0079
14 C -3.525 -4.487 0.366  -0.0018
15 C -3.312 -3.373 1.169  0.0087
16 C -2.814 -1.081 3.285  0.0030
17 C -1.710 -1.848 3.663  -0.0007
18 C -1.531 -2.194 4.991  -0.0021
19 C -2.443 -1.764 5.949  0.0005
20 C -3.535 -0.997 5.576  -0.0010
21 C -3.724 -0.656 4.244  0.0024
22 H -3.283 3.476 1.410  0.0004
23 H -2.662 2.232 2.335  0.0031
24 H -5.523 3.600 0.972  -0.0003
25 H -7.656 2.450 0.585  0.0003
26 H -7.794 -0.025 0.740  -0.0003
27 H -5.755 -1.320 1.200  0.0012
28 H -3.533 -0.969 -1.213  0.0146
29 H -3.897 -2.947 -2.627  0.0007
30 H -3.897 -5.208 -1.617  0.0005
31 H -3.536 -5.472 0.812  0.0000
32 H -3.166 -3.501 2.233  0.0010
33 H -0.989 -2.171 2.919  0.0010
34 H -0.682 -2.799 5.281  0.0000
35 H -2.300 -2.030 6.987  0.0001
36 H -4.242 -0.659 6.321  -0.0003
37 H -4.575 -0.051 3.956  0.0004
38 C 6.302 -2.790 -5.233  0.0001
39 C 5.301 -2.171 -4.300  -0.0002
40 C 3.968 -2.548 -4.318  -0.0001
41 C 3.027 -1.971 -3.473  0.0007
42 C 1.604 -2.472 -3.608  0.0009
43 C 3.441 -0.958 -2.590  0.0010
44 Te 1.786 -0.233 -1.422  0.0263
45 N 0.494 1.334 -0.181  0.0560
46 C 1.600 1.852 0.088  0.0270
47 O 2.666 1.353 -0.609  0.0073
48 C 1.937 2.866 1.104  0.0110
49 C 3.217 3.406 1.183  0.0006
50 C 3.506 4.355 2.152  -0.0006
51 C 2.525 4.759 3.045  0.0019
52 C 1.245 4.223 2.966  -0.0004
53 C 0.948 3.284 1.994  0.0037
54 C 0.815 0.569 -3.122  -0.0306
55 C -0.544 0.302 -3.176  0.0133
56 C -1.295 0.627 -4.290  -0.0014
57 C -0.671 1.247 -5.364  0.0007
58 C 0.678 1.549 -5.290  -0.0001
59 C 1.454 1.225 -4.174  0.0010
60 C 2.891 1.679 -4.156  0.0000
61 C 4.791 -0.596 -2.514  -0.0014
62 C 5.359 0.433 -1.573  0.0012
63 C 5.689 -1.206 -3.381  0.0002
64 H 5.893 -3.670 -5.727  0.0000
65 H 7.205 -3.085 -4.698  0.0000
66 H 6.599 -2.078 -6.006  0.0000
67 H 3.644 -3.324 -5.001  0.0000
68 H 1.615 -3.478 -4.023  0.0000
69 H 1.019 -1.839 -4.277  0.0001
70 H 1.060 -2.542 -2.662  0.0005
71 H 3.980 3.079 0.491  0.0010
72 H 4.499 4.778 2.211  -0.0001
73 H 2.755 5.496 3.802  0.0000
74 H 0.477 4.546 3.657  -0.0002
75 H -0.050 2.879 1.912  0.0017
76 H -1.029 -0.199 -2.352  0.0274
77 H -2.353 0.402 -4.319  0.0007
78 H -1.235 1.508 -6.249  0.0001
79 H 1.154 2.070 -6.111  0.0000
80 H 2.982 2.593 -4.742  0.0000
81 H 3.558 0.932 -4.589  0.0000
82 H 3.239 1.896 -3.145  0.0001
83 H 4.678 0.716 -0.777  0.0000
84 H 5.633 1.338 -2.121  -0.0001
85 H 6.270 0.047 -1.117  0.0001
86 H 6.733 -0.918 -3.327  0.0000
87 O -1.336 1.484 4.014  -0.0031
88 C -0.306 0.880 3.775  -0.0238
89 C 0.812 0.606 4.762  0.0212
90 C 1.829 -0.207 3.965  0.0165
91 C 1.254 -0.264 2.561  -0.0160
92 O 1.774 -0.766 1.587  0.0014
93 N 0.024 0.350 2.561  0.2649
94 H 0.402 0.088 5.628  0.0006
95 H 1.202 1.565 5.106  -0.0003
96 H 1.941 -1.231 4.325  -0.0009
97 H 2.824 0.234 3.928  -0.0002

Computed properties:
HOMO (spin up / spin down) ... -10.7 / -10.8 eV
LUMO energy (spin up / spin down) ... -0.0799 / -0.1655 Eh
2S+1 ... 2
Total charge ... +1
<S²> ... 0.7552
Energy relative to the best compared isomer or geometry (same formula, charge and spin) ... 0.000 eV
Orbital gap (spin up / spin down) ... 8.49 / 6.31 eV

***

# 4
Molecular formula: C3H10N3OS
Method: DFT, the ωB97M-V functional and the def2-TZVPD basis

Last column: natural (NBO) charge in e.
Atoms and positions in Å:
1 C 0.086 0.825 -1.479  0.6518
2 C -0.393 -0.898 2.959  -0.6396
3 C 0.082 -1.341 -0.327  0.2624
4 N -0.683 1.727 -2.128  -0.7652
5 N 1.369 1.114 -1.211  -0.7588
6 N -0.473 -0.317 -1.063  -0.5676
7 O 1.452 -1.409 -0.253  -0.7025
8 S -0.573 0.782 2.872  0.1040
9 H 0.607 -1.273 2.887  0.1997
10 H -1.196 -1.538 3.257  0.2134
11 H -0.487 -2.254 -0.284  0.1903
12 H -0.281 2.578 -2.478  0.4255
13 H -1.641 1.537 -2.360  0.4217
14 H 1.812 1.901 -1.651  0.4223
15 H 1.940 0.396 -0.790  0.4502
16 H -1.462 -0.428 -1.239  0.4350
17 H 1.716 -2.254 0.124  0.5237
18 H -1.874 0.853 3.164  0.1338

Computed properties:
HOMO (spin up / spin down) ... -11.1 / -10.1 eV
LUMO energy (spin up / spin down) ... -0.1099 / -0.1270 Eh
Total charge ... +1
Energy relative to the best compared isomer or geometry (same formula, charge and spin) ... 2.946 eV
Orbital gap (spin up / spin down) ... 8.10 / 6.64 eV

***

# 5
Molecular formula: C6H9N
Method: DFT, the ωB97M-V functional and the def2-TZVPD basis

Last column: natural (NBO) charge in e.
Atoms and positions in Å:
1 C 2.243 0.323 0.134  -0.4095
2 N 0.859 0.738 0.263  -0.6258
3 C -0.027 -0.294 0.700  -0.0269
4 C -0.839 -1.123 -0.283  -0.2698
5 C -1.299 -0.260 -1.438  -0.1764
6 C -1.899 0.628 -0.641  -0.1825
7 C -1.524 -0.118 0.625  -0.2661
8 H 2.729 0.050 1.087  0.1626
9 H 2.821 1.129 -0.329  0.2011
10 H 2.294 -0.547 -0.529  0.1966
11 H 0.775 1.548 0.865  0.3598
12 H 0.290 -0.884 1.573  0.1835
13 H -0.914 -2.203 -0.202  0.2214
14 H -1.028 -0.257 -2.489  0.2054
15 H -2.308 1.622 -0.796  0.2051
16 H -2.174 -0.352 1.462  0.2216

Computed properties:
HOMO ... -8.6 eV
LUMO energy ... 0.0434 Eh
SMILES ... CN[C@@H]1[C@@H]2C=C[C@@H]21
Energy relative to the best compared isomer or geometry (same formula, charge and spin) ... 3.408 eV
Orbital gap ... 9.76 eV

***

# 6
Molecular formula: C2H9N3
Method: DFT, the ωB97M-V functional and the def2-TZVPD basis

Last column: natural (NBO) charge in e.
Atoms and positions in Å:
1 C -4.654 -1.934 0.415  0.0168
2 N -3.929 -2.269 -0.605  -0.6675
3 H -5.691 -1.572 0.337  0.1600
4 H -4.289 -1.746 1.456  0.1249
5 H -3.085 -1.729 -0.680  0.3658
6 N 3.349 0.382 -0.459  -0.8647
7 C 2.062 1.174 -0.165  -0.0720
8 N 2.458 2.236 0.736  -0.8488
9 H 3.434 0.386 -1.418  0.3521
10 H 3.348 -0.639 -0.062  0.3607
11 H 1.152 0.693 0.186  0.1848
12 H 1.736 1.808 -1.049  0.1798
13 H 3.040 2.919 0.404  0.3562
14 H 2.766 1.995 1.630  0.3518

Computed properties:
HOMO ... -8.8 eV
LUMO energy ... 0.0200 Eh
SMILES ... C=N.NCN
Energy relative to the best compared isomer or geometry (same formula, charge and spin) ... 3.352 eV
Orbital gap ... 9.39 eV

***

Which formula does entry 6 have? C2H9N3

***

What did the fifth record say?
Molecular formula: C6H9N
Method: DFT, the ωB97M-V functional and the def2-TZVPD basis

Last column: natural (NBO) charge in e.
Atoms and positions in Å:
1 C 2.243 0.323 0.134  -0.4095
2 N 0.859 0.738 0.263  -0.6258
3 C -0.027 -0.294 0.700  -0.0269
4 C -0.839 -1.123 -0.283  -0.2698
5 C -1.299 -0.260 -1.438  -0.1764
6 C -1.899 0.628 -0.641  -0.1825
7 C -1.524 -0.118 0.625  -0.2661
8 H 2.729 0.050 1.087  0.1626
9 H 2.821 1.129 -0.329  0.2011
10 H 2.294 -0.547 -0.529  0.1966
11 H 0.775 1.548 0.865  0.3598
12 H 0.290 -0.884 1.573  0.1835
13 H -0.914 -2.203 -0.202  0.2214
14 H -1.028 -0.257 -2.489  0.2054
15 H -2.308 1.622 -0.796  0.2051
16 H -2.174 -0.352 1.462  0.2216

Computed properties:
HOMO ... -8.6 eV
LUMO energy ... 0.0434 Eh
SMILES ... CN[C@@H]1[C@@H]2C=C[C@@H]21
Energy relative to the best compared isomer or geometry (same formula, charge and spin) ... 3.408 eV
Orbital gap ... 9.76 eV